Formula: H5N2OP
Source: OMol25
Level of theory: wB97M-V/def2-TZVPD

CARTESIAN COORDINATES (ANGSTROEM)
P: 0.4559 0.1439 -0.8529
O: -2.2170 -0.5161 -0.1615
N: 1.6860 1.0565 -0.7620
N: 0.5607 -1.1516 0.2617
H: -3.0846 -0.5707 0.2389
H: -2.5850 -0.1685 -0.8663
H: 1.7104 1.6273 -1.6092
H: 1.4047 -1.6138 0.5253
H: -0.3664 -1.5875 0.0294

Computed properties:
2S+1: 1
DFT total energy: -14396.6667 eV
E_HOMO: -8.722 eV
gap between HOMO and LUMO: 9.32 eV
SMILES: [H]/N=P/N.O
relative energy (zero: lowest compared OMol25 entry of this formula, charge and spin): 243.3 kJ/mol